Molecular formula: C28H82N6O13
Method: DFT, the ωB97M-V functional and the def2-TZVPD basis

Atoms and positions in Å:
1 O -2.8118 -1.2383 -0.7596
2 H -2.0227 -0.6793 -0.8198
3 H -2.7280 -2.1024 -1.2784
4 H -3.1414 -1.4342 0.1391
5 C -0.3133 0.4307 -1.1749
6 O -1.1924 0.7052 -1.9086
7 O 0.8339 1.0811 -1.2332
8 O -0.4107 -0.4665 -0.2647
9 H 0.5815 1.8003 -1.8732
10 C 5.4716 -4.2271 0.6651
11 C 4.0962 -4.3567 1.3316
12 C 3.0812 -3.4817 0.5638
13 O 3.4873 -2.1174 0.7115
14 C 3.0535 -1.1761 -0.3312
15 N 3.5585 -5.5860 1.3353
16 H 5.5023 -4.7803 -0.3321
17 H 6.2236 -4.5213 1.3310
18 H 5.6319 -3.3117 0.1593
19 H 4.1114 -3.8797 2.2116
20 H 1.8579 -3.4148 1.0612
21 H 2.9531 -3.7939 -0.3318
22 H 3.6345 -1.3653 -1.2753
23 H 3.2534 -0.1607 0.1656
24 H 1.9024 -1.2289 -0.4711
25 H 2.9417 -5.9648 0.6547
26 H 2.9817 -5.7559 2.0174
27 C 0.5637 0.7015 3.8621
28 C 1.5811 -0.2760 3.1867
29 C 2.5362 -1.1269 4.0187
30 O 3.5136 -0.2226 4.6311
31 C 4.0560 -0.7314 5.8683
32 N 0.7210 -1.1211 2.3093
33 H -0.0288 0.1080 4.4273
34 H -0.0285 1.2107 3.2509
35 H 1.1823 1.2984 4.3078
36 H 2.3454 0.0491 2.5135
37 H 3.1115 -1.8358 3.5719
38 H 2.1121 -1.5088 4.9559
39 H 3.2045 -1.1450 6.6685
40 H 4.6884 -0.1676 6.3068
41 H 4.5839 -1.6569 5.4684
42 H 1.4667 -1.6559 1.9066
43 H 0.4639 -0.5966 1.4579
44 C -5.1638 3.9923 -2.2622
45 C -3.7903 3.3336 -2.4073
46 C -2.8348 3.8653 -1.3355
47 O -3.2757 3.6272 -0.0263
48 C -2.1792 3.7168 0.9149
49 N -3.9575 1.9839 -2.1314
50 H -5.8155 3.7207 -3.0430
51 H -5.1467 5.0119 -2.4532
52 H -5.4387 3.5336 -1.2437
53 H -3.4229 3.7089 -3.3616
54 H -2.4442 4.7711 -1.5217
55 H -1.8879 3.4343 -1.6914
56 H -2.4489 3.5032 1.7888
57 H -2.0325 4.7467 1.1708
58 H -1.2077 3.0889 0.8092
59 H -4.1089 1.8238 -1.0710
60 H -3.3009 1.5117 -2.4109
61 C -2.6758 0.5745 2.1513
62 C -2.7050 -0.8362 2.8554
63 C -4.0773 -1.2615 3.2557
64 O -4.5002 -0.3308 4.3444
65 C -5.7675 -0.5797 4.9549
66 N -2.1323 -1.8556 1.8460
67 H -3.1663 1.4060 2.8028
68 H -3.3471 0.5365 1.3039
69 H -1.6382 0.6548 1.6400
70 H -2.1875 -0.7516 3.7507
71 H -4.1808 -2.3645 3.5987
72 H -4.9406 -1.2933 2.4076
73 H -5.6945 -1.2679 5.6810
74 H -6.6282 -0.6289 4.4400
75 H -6.1039 0.3448 5.4917
76 H -2.3916 -2.7916 2.4278
77 H -1.1908 -1.6904 2.0665
78 C -0.4856 -3.6382 -0.8838
79 C -1.5586 -4.3221 -1.7831
80 C -2.8233 -4.9662 -1.0570
81 O -3.5000 -4.1265 -0.2150
82 C -4.4269 -4.8495 0.6192
83 N -2.1282 -3.1751 -2.5550
84 H -0.7889 -3.1596 0.0513
85 H 0.1961 -3.0685 -1.4548
86 H 0.2421 -4.5574 -0.5990
87 H -1.2143 -4.8002 -2.7254
88 H -2.4895 -5.7860 -0.7808
89 H -3.6396 -5.1903 -1.7862
90 H -4.1222 -5.5397 1.5485
91 H -5.2595 -5.0913 -0.0752
92 H -4.7693 -4.1683 1.1488
93 H -2.9255 -3.3346 -3.1159
94 H -1.4084 -2.8495 -3.3175
95 C 4.7087 2.5338 -1.2851
96 C 4.7392 3.7382 -2.3492
97 C 3.4832 4.5677 -2.3376
98 O 2.5088 3.8229 -2.8743
99 C 1.1391 4.4098 -2.9147
100 N 5.8443 4.6390 -1.9889
101 H 4.4813 2.8612 -0.1848
102 H 5.6486 1.9560 -1.0106
103 H 3.9928 1.8090 -1.5786
104 H 4.9010 3.3064 -3.3693
105 H 3.4535 5.4952 -3.1837
106 H 3.1705 4.9140 -1.3423
107 H 1.1216 4.9846 -3.8477
108 H 0.9739 4.9259 -2.0482
109 H 0.4895 3.5004 -2.9573
110 H 6.1131 5.3144 -2.7242
111 H 6.6586 3.9683 -1.9586
112 C 1.6185 3.3845 1.2425
113 O 2.2287 4.4333 1.9761
114 H 0.5117 3.0990 1.5881
115 H 2.2862 2.5926 1.1253
116 H 1.6399 3.6403 0.1951
117 H 3.1458 4.3426 2.0222
118 C -2.6419 0.3487 -5.3610
119 O -1.3973 0.6012 -4.8396
120 H -3.4237 0.4730 -4.4730
121 H -2.4827 -0.4070 -5.9157
122 H -3.0001 1.1260 -5.9836
123 H -1.3650 0.5955 -3.7787
124 C 2.3877 0.8732 -4.6914
125 O 2.4697 -0.0718 -3.6279
126 H 1.5350 1.5927 -4.7932
127 H 2.3076 0.4942 -5.7844
128 H 3.3409 1.2070 -4.7940
129 H 1.6862 0.0150 -2.9185

Output
Max |F| ... 0.2249 Eh/bohr
E_tot ... -2421.87273 Ha
HOMO-LUMO gap ... 8.89 eV
Charge ... 0
LUMO level ... 0.28 eV
2S+1 ... 1